(1)
DFT (wB97M-V/def2-TZVPD) results for C8H12F16FeHfN6O28S8 as an isolated structure in a non-equilibrium geometry.

## Properties
- HOMO-LUMO gap (spin up / spin down): 4.1350 / 2.0624 eV
- 2S+1: 6
- Charge: +1
- Electronic energy: -8841.33541 hartree
- ⟨S²⟩: 8.771
- E_LUMO (spin up / spin down): -7.9 / -9.6 eV

Last column: Löwdin spin population.
Element x y z (Å)
Hf1 -3.51 -0.72 2.55  0.001
Fe1 1.71 -1.63 1.17  3.630
C1 -0.76 1.86 -0.83  0.004
F1 0.18 1.96 -1.76  0.000
F2 -0.33 2.65 0.20  0.000
F3 -1.93 2.28 -1.23  0.001
S1 -1.03 0.11 -0.09  0.007
O1 -2.01 0.23 1.04  0.001
O2 -1.69 -0.64 -1.13  0.001
O3 0.33 -0.36 0.30  0.028
C2 0.55 0.18 5.14  0.002
F4 1.65 -0.17 5.79  0.000
F5 -0.35 0.68 5.94  0.001
F6 0.82 1.18 4.28  0.000
S2 -0.19 -1.14 4.01  0.009
O4 -1.57 -0.69 3.68  0.002
O5 0.59 -1.10 2.74  0.034
O6 -0.11 -2.36 4.74  0.002
C3 -1.90 3.77 4.00  0.000
F7 -1.32 2.86 4.72  0.000
F8 -2.29 4.77 4.78  0.000
F9 -1.13 4.11 2.99  0.000
S3 -3.46 2.85 3.31  0.000
O7 -3.91 3.50 2.09  0.000
O8 -3.08 1.41 3.10  0.000
O9 -4.55 2.92 4.28  0.000
C4 -1.82 -4.41 -0.29  0.002
F10 -2.93 -5.07 0.01  0.001
F11 -0.88 -5.28 -0.63  0.000
F12 -2.05 -3.52 -1.26  0.000
S4 -1.22 -3.43 1.24  0.008
O10 0.13 -2.82 1.13  0.033
O11 -2.20 -2.34 1.53  0.001
O12 -1.16 -4.44 2.29  0.004
N1 2.46 -2.54 -0.29  0.043
S5 2.31 -2.65 -1.87  0.013
O13 2.19 -4.00 -2.38  0.015
O14 2.91 -1.60 -2.67  0.007
F13 0.69 -2.23 -1.84  0.001
S6 4.11 -3.19 -0.52  0.009
O15 5.04 -2.47 -1.33  0.012
O16 4.27 -4.60 -0.15  0.006
F14 4.56 -2.49 0.88  0.006
N2 3.05 -0.41 1.66  0.038
S7 3.81 0.81 1.09  0.014
O17 5.14 0.75 0.59  0.014
O18 3.23 2.08 1.49  0.012
F15 2.98 0.60 -0.30  0.003
S8 4.13 -0.20 3.02  0.010
O19 3.98 0.94 3.83  0.012
O20 5.43 -0.79 2.79  0.010
F16 3.35 -1.33 3.90  0.003
C5 -1.94 -1.87 -4.21  0.000
N3 -3.27 -1.25 -4.58  0.000
O21 -4.11 -1.95 -5.09  0.000
O22 -3.47 -0.08 -4.28  0.000
H1 -1.75 -2.67 -4.92  0.000
H2 -2.08 -2.19 -3.18  0.000
H3 -1.19 -1.09 -4.33  0.000
C6 -5.33 -1.61 -1.66  0.000
N4 -4.73 -0.58 -0.78  0.000
O23 -4.26 -0.91 0.31  0.000
O24 -4.85 0.56 -1.11  0.000
H4 -6.37 -1.56 -1.34  0.000
H5 -4.91 -2.52 -1.21  0.000
H6 -5.21 -1.74 -2.73  0.000
C7 2.01 4.92 -0.41  0.011
N5 2.70 4.41 -1.65  0.004
O25 3.20 3.30 -1.62  0.052
O26 2.86 5.20 -2.53  0.230
H7 1.66 4.04 0.13  0.005
H8 1.14 5.49 -0.74  0.001
H9 2.61 5.61 0.17  0.000
C8 2.38 1.15 -4.44  0.031
N6 1.88 2.53 -4.75  0.032
O27 2.73 3.42 -4.85  0.611
O28 0.71 2.75 -4.90  0.012
H10 1.48 0.54 -4.45  0.009
H11 2.69 1.33 -3.41  -0.001
H12 3.16 0.91 -5.16  0.001

(2)
DFT (wB97M-V/def2-TZVPD) results for C8H12F2InN2O5 as an isolated structure in a non-equilibrium geometry.

## Properties
- HOMO-LUMO gap: 5.5630 eV
- Charge: -1
- Electronic energy: -1187.50291 hartree
- E_LUMO: 2.7 eV

Last column: Mulliken charge in e.
Element x y z (Å)
C1 -1.62 -0.11 -1.79  -0.876
C2 -1.98 -1.40 -1.35  -0.040
C3 -1.14 -2.59 -1.68  -0.953
In1 0.03 -3.12 0.19  0.900
N1 -1.16 -2.65 1.89  -0.711
C4 1.88 -1.82 0.23  0.101
O1 1.73 -0.64 0.34  -0.541
N2 3.28 -2.28 0.10  -0.314
C5 3.55 -3.14 1.20  0.433
O2 3.29 -2.95 2.32  -0.382
F1 4.19 -4.28 0.86  -0.247
H1 -0.86 0.45 -1.24  0.227
H2 -2.11 0.31 -2.69  0.207
H3 -2.86 -1.62 -0.72  0.326
H4 -1.72 -3.42 -2.10  0.376
H5 -0.41 -2.29 -2.44  0.256
H6 0.33 -4.88 0.21  -0.382
H7 -0.74 -1.83 2.34  0.180
H8 -2.07 -2.29 1.58  0.162
H9 3.86 -1.44 0.23  0.305
C6 0.35 4.17 -0.15  -0.386
C7 -0.35 4.38 1.16  0.321
O3 -1.69 4.62 0.77  -0.310
C8 -1.86 3.94 -0.41  0.602
O4 -2.92 3.70 -0.88  -0.470
O5 -0.67 3.58 -0.95  -0.314
F2 0.12 5.48 1.81  -0.294
H10 0.67 5.11 -0.60  0.256
H11 1.21 3.51 -0.06  0.272
H12 -0.32 3.52 1.84  0.296

(3)
DFT (wB97M-V/def2-TZVPD) results for a 2-piece molecular cluster, C8H12F3NP overall in a non-equilibrium geometry.

## Properties
- HOMO-LUMO gap: 8.8221 eV
- Charge: +1
- Electronic energy: -1007.39941 hartree
- E_LUMO: -5.0 eV

Last column: natural (NBO) charge in e.
Element x y z (Å)
C1 -1.35 1.62 0.22  -0.278
C2 -0.06 1.76 0.54  -0.104
C3 -1.90 0.21 0.00  0.274
C4 0.99 0.71 0.83  -0.599
C5 2.34 1.32 0.65  -0.625
C6 0.72 -2.33 0.95  -0.958
C7 1.24 -0.91 -2.51  -0.457
C8 -3.39 -0.01 -0.12  0.936
N1 -1.19 -0.82 -0.11  -0.734
F1 -3.68 -1.09 -0.74  -0.281
F2 -3.84 -0.13 1.11  -0.290
F3 -3.91 0.98 -0.86  -0.306
P1 0.51 -0.83 -0.11  1.403
H1 -1.88 2.51 0.03  0.258
H2 0.24 2.81 0.97  0.248
H3 0.94 0.38 1.90  0.278
H4 3.17 0.63 0.78  0.238
H5 2.45 2.16 1.38  0.246
H6 2.43 1.98 -0.27  0.233
H7 0.36 -3.11 0.34  0.266
H8 0.20 -2.34 2.00  0.296
H9 1.81 -2.68 0.99  0.270
H10 1.22 -2.04 -2.73  0.250
H11 2.16 -0.41 -2.32  0.219
H12 0.43 -0.35 -2.90  0.219

(4)
DFT (wB97M-V/def2-TZVPD) results for a 2-piece molecular cluster, C8H12F4N2Si overall in a non-equilibrium geometry.

## Properties
- HOMO-LUMO gap (spin up / spin down): 8.4177 / 7.3401 eV
- Charge: 0
- Electronic energy: -1110.34333 hartree
- E_LUMO (spin up / spin down): 0.5 / -0.4 eV

Last column: natural (NBO) charge in e.
Element x y z (Å)
C1 1.81 1.75 -1.03  -0.293
C2 1.72 2.92 -0.19  -0.058
C3 2.22 0.71 -0.22  -0.061
C4 -1.39 -0.49 -1.69  -1.093
C5 -1.22 0.95 1.25  -0.990
C6 -3.00 -1.87 0.62  -1.036
C7 2.21 -0.65 -0.56  0.693
C8 0.12 -1.80 0.67  0.356
N1 2.08 2.57 1.04  -0.229
N2 2.35 1.26 1.05  -0.328
F1 2.14 -1.11 -1.88  -0.344
F2 3.08 -1.53 -0.06  -0.325
F3 0.37 -2.93 0.06  -0.320
F4 0.59 -1.75 1.91  -0.338
Si1 -1.38 -0.74 0.21  1.392
H1 1.58 1.83 -2.11  0.239
H2 1.38 3.81 -0.59  0.216
H3 -1.12 -1.30 -2.23  0.236
H4 -2.47 -0.06 -2.01  0.238
H5 -0.62 0.20 -2.11  0.247
H6 -2.00 1.48 0.96  0.218
H7 -1.16 0.57 2.22  0.232
H8 -0.37 1.47 0.94  0.236
H9 -3.02 -2.25 1.56  0.222
H10 -3.89 -1.13 0.55  0.234
H11 -2.94 -2.72 -0.07  0.238
H12 2.93 0.79 1.73  0.420

(5)
DFT (wB97M-V/def2-TZVPD) results for a 2-piece molecular cluster, C8H12FN2O overall in a non-equilibrium geometry.

## Properties
- HOMO-LUMO gap (spin up / spin down): 6.1203 / 6.1338 eV
- Charge: +1
- Electronic energy: -596.29013 hartree
- E_LUMO (spin up / spin down): -5.7 / -5.7 eV

Last column: natural (NBO) charge in e.
Element x y z (Å)
C1 -1.74 1.49 -0.07  -0.296
C2 -2.21 -0.85 0.35  -0.274
C3 -0.60 1.42 0.67  0.025
C4 -2.60 0.34 -0.19  0.376
C5 2.53 0.63 0.28  0.321
C6 -1.02 -0.93 1.33  -0.251
C7 1.66 -1.47 -1.00  -0.733
C8 1.58 -0.05 -0.59  0.311
N1 0.85 0.69 -1.34  -0.604
N2 -0.14 0.23 1.21  -0.577
O1 2.38 1.84 0.34  -0.470
F1 -3.71 0.39 -0.92  -0.291
H1 -1.93 2.30 -0.64  0.237
H2 -2.91 -1.74 0.23  0.256
H3 0.10 2.20 0.69  0.230
H4 3.34 0.18 0.92  0.203
H5 -1.41 -1.17 2.47  0.230
H6 -0.46 -1.87 1.04  0.204
H7 0.97 -1.85 -1.83  0.260
H8 1.20 -2.11 -0.22  0.258
H9 2.50 -1.91 -1.50  0.292
H10 0.16 0.30 -1.98  0.441
H11 0.88 1.67 -1.15  0.437
H12 0.59 0.26 1.90  0.412

(6)
DFT (wB97M-V/def2-TZVPD) results for C8H12LiO7P2Te as an isolated structure.

## Properties
- HOMO-LUMO gap: 6.3849 eV
- Charge: -1
- Electronic energy: -1797.37530 hartree
- E_LUMO: 2.6 eV

Last column: natural (NBO) charge in e.
Element x y z (Å)
Li1 -1.07 -0.72 -0.05  0.858
C1 -0.50 -1.74 4.54  -0.629
C2 -1.11 -1.51 3.17  -0.501
O1 -2.54 -1.70 3.24  -0.761
P1 -0.61 -2.77 1.94  2.366
O2 0.94 -3.09 2.10  -0.987
O3 -1.23 -4.12 2.52  -0.985
O4 -1.04 -2.47 0.55  -1.167
P2 -0.77 0.18 2.47  2.351
O5 0.66 -0.23 1.79  -1.088
O6 -0.62 1.22 3.51  -1.108
O7 -1.80 0.26 1.37  -1.221
H1 -0.84 -2.68 4.97  0.202
H2 -0.79 -0.91 5.19  0.243
H3 0.59 -1.76 4.47  0.228
H4 -2.91 -1.10 2.57  0.511
H5 1.44 -2.35 1.70  0.529
H6 -2.07 -3.90 2.96  0.518
H7 1.04 0.47 1.22  0.531
Te1 0.02 1.62 -1.02  -0.489
C3 0.71 2.07 -2.96  -0.210
C4 1.97 2.63 -3.19  -0.255
C5 2.39 2.98 -4.47  -0.218
C6 1.55 2.78 -5.56  -0.260
C7 0.30 2.22 -5.35  -0.208
C8 -0.12 1.87 -4.07  -0.258
H8 2.63 2.79 -2.34  0.210
H9 3.37 3.42 -4.61  0.196
H10 1.87 3.06 -6.55  0.196
H11 -0.37 2.06 -6.19  0.195
H12 -1.10 1.43 -3.93  0.210

(7)
DFT (wB97M-V/def2-TZVPD) results for one molecule with the formula C8H12N2 in a non-equilibrium geometry.

## Properties
- HOMO-LUMO gap: 9.8668 eV
- Structure (SMILES): CC(C)N1CC=C[C@H]1C#N
- Charge: 0
- Electronic energy: -421.42833 hartree
- E_LUMO: 0.8 eV

Last column: natural (NBO) charge in e.
Element x y z (Å)
C1 2.26 -0.02 -0.11  -0.622
C2 1.00 -0.53 0.38  -0.104
C3 0.82 -2.03 -0.08  -0.602
N1 -0.07 0.09 -0.39  -0.381
C4 0.03 1.56 -0.60  -0.271
C5 -1.24 2.13 -0.08  -0.150
C6 -2.11 1.21 0.36  -0.204
C7 -1.51 -0.12 0.47  -0.204
C8 -2.44 -1.09 0.05  0.268
N2 -3.25 -1.85 -0.20  -0.293
H1 2.06 0.20 -1.28  0.219
H2 2.68 0.95 0.38  0.211
H3 3.15 -0.71 -0.01  0.230
H4 1.00 -0.37 1.46  0.178
H5 0.79 -2.22 -1.11  0.224
H6 -0.19 -2.46 0.17  0.216
H7 1.68 -2.67 0.42  0.198
H8 0.10 1.77 -1.69  0.204
H9 0.86 1.93 -0.16  0.204
H10 -1.54 3.14 -0.21  0.214
H11 -3.03 1.43 0.74  0.220
H12 -1.06 -0.33 1.49  0.242

(8)
DFT (wB97M-V/def2-TZVPD) results for one molecule with the formula C8H12N2 in a non-equilibrium geometry.

## Properties
- HOMO-LUMO gap: 8.7874 eV
- Structure (SMILES): C=C=C(C)/C=C\C(C)=N\N
- Charge: 0
- Electronic energy: -421.37024 hartree
- E_LUMO: 1.0 eV

Last column: natural (NBO) charge in e.
Element x y z (Å)
C1 -1.55 2.13 -0.35  -0.544
C2 -1.31 0.91 -0.02  0.257
C3 -1.60 -0.32 0.26  -0.204
C4 -2.84 -0.87 -0.42  -0.595
C5 -0.82 -1.25 0.95  -0.149
C6 0.49 -1.24 1.15  -0.229
C7 1.40 -0.37 0.43  0.194
C8 2.69 -0.99 -0.14  -0.706
N1 1.10 0.89 0.15  -0.255
N2 1.83 1.72 -0.66  -0.664
H1 -2.14 2.77 0.28  0.216
H2 -0.89 2.62 -0.99  0.197
H3 -3.04 -0.45 -1.45  0.227
H4 -3.76 -0.77 0.11  0.212
H5 -2.70 -1.96 -0.51  0.204
H6 -1.30 -2.05 1.39  0.202
H7 1.04 -2.07 1.52  0.205
H8 2.94 -2.08 -0.13  0.240
H9 3.56 -0.59 0.54  0.212
H10 2.76 -0.41 -1.10  0.239
H11 2.85 1.77 -0.36  0.364
H12 1.30 2.63 -0.66  0.377

(9)
DFT (wB97M-V/def2-TZVPD) results for one molecule with the formula C8H12N2 in a non-equilibrium geometry.

## Properties
- HOMO-LUMO gap: 7.8364 eV
- Structure (SMILES): C=C=C(C)/C=C\C(C)=N\N
- Charge: 0
- Electronic energy: -421.36690 hartree
- E_LUMO: 0.8 eV

Last column: natural (NBO) charge in e.
Element x y z (Å)
C1 -0.35 -2.53 0.70  -0.562
C2 -0.21 -1.47 -0.07  0.269
C3 0.12 -1.05 -1.30  -0.234
C4 -0.19 -1.74 -2.60  -0.611
C5 0.94 0.06 -1.36  -0.134
C6 1.10 1.08 -0.43  -0.284
C7 0.38 1.28 0.77  0.158
C8 0.28 2.68 1.34  -0.683
N1 -0.33 0.30 1.28  -0.201
N2 -1.18 0.41 2.33  -0.626
H1 0.36 -3.31 0.44  0.221
H2 -0.74 -2.49 1.72  0.216
H3 -0.84 -1.10 -3.17  0.214
H4 -0.65 -2.81 -2.54  0.230
H5 0.73 -1.69 -3.28  0.217
H6 1.36 0.19 -2.37  0.198
H7 1.86 1.85 -0.75  0.213
H8 0.73 2.76 2.33  0.228
H9 -0.71 3.14 1.30  0.223
H10 0.74 3.42 0.68  0.231
H11 -1.47 1.26 2.62  0.343
H12 -1.94 -0.25 2.38  0.374